# 1
# C6H7N2

The ion C6H7N2 with charge +1 (the ωB97M-V functional and the def2-TZVPD basis, the Open Molecules 2025 dataset).

Each line ends with the natural charge from an NBO analysis.
Positions of all 15 atoms, in Å:
C 0.9736 1.2360 -0.4167  -0.125
C -0.1885 0.7556 0.0997  0.093
C -1.4147 1.0609 0.7197  -0.295
C -1.9593 -0.1776 1.0977  0.045
N -1.1726 -1.2125 0.6237  -0.356
N -0.0993 -0.6049 0.0779  -0.066
C 0.9255 -1.0876 -0.6704  0.097
C 1.7318 0.1362 -1.0014  -0.544
H 1.1949 2.2198 -0.6725  0.250
H -1.9446 1.9897 0.9273  0.280
H -2.8556 -0.5218 1.5506  0.252
H -1.1270 -2.1791 0.7872  0.438
H 1.0351 -2.2143 -0.7181  0.260
H 2.1409 0.3938 -1.9920  0.327
H 2.7600 0.2056 -0.4127  0.343

Values from the calculation:
HOMO-LUMO gap = 7.56 eV
Energy above the lowest of the compared OMol25 structures with the same formula, charge and spin = 193.7 kJ/mol
SMILES = C1=c2cc[nH][n+]2=CC1
Max |F| = 0.094 Eh/bohr
Total charge = +1



# 2
# C4H9NO

An isolated molecule of C4H9NO (the ωB97M-V functional and the def2-TZVPD basis, the Open Molecules 2025 dataset).

Each line ends with the natural charge from an NBO analysis.
Positions of all 15 atoms, in Å:
C 1.0370 0.9642 1.3985  -0.617
C 0.0690 0.9166 0.2081  -0.242
N -0.2190 -0.4223 -0.3477  -0.486
C -0.0999 -0.7445 -1.8069  -0.443
C -1.1455 -1.1323 0.4918  0.552
O -1.6708 -0.7528 1.4856  -0.579
H 0.6549 0.5261 2.3339  0.232
H 1.5081 2.0758 1.4264  0.214
H 1.8537 0.2951 1.1148  0.199
H 0.4374 1.4920 -0.6426  0.197
H -0.7981 1.4392 0.7130  0.212
H -0.2449 -1.9054 -2.0575  0.220
H 1.0478 -0.5550 -1.8348  0.238
H -0.9357 -0.2197 -2.3283  0.215
H -1.4939 -1.9770 -0.1544  0.088

Values from the calculation:
HOMO-LUMO gap = 10.10 eV
Energy above the lowest of the compared OMol25 structures with the same formula, charge and spin = 229.6 kJ/mol
SMILES = CCN(C)C=O
Max |F| = 0.095 Eh/bohr



# 3
# C3H5NO3

An isolated molecule of C3H5NO3 (the ωB97M-V functional and the def2-TZVPD basis, the Open Molecules 2025 dataset).

Each line ends with the natural charge from an NBO analysis.
Positions of all 12 atoms, in Å:
N -1.1548 0.6669 -0.0896  -0.892
C 0.1407 0.9878 0.3806  0.681
O 0.6434 2.0777 0.3193  -0.530
C 0.8213 -0.2716 0.9512  -0.190
O 0.2448 -1.3630 0.2341  -0.518
C 0.0894 -0.9865 -1.0655  0.652
O 0.7812 -0.1703 -1.6202  -0.594
H -1.5337 1.1810 -0.8669  0.410
H -1.7960 0.0963 0.4373  0.404
H 1.9137 -0.2705 0.8581  0.226
H 0.5525 -0.3788 2.0048  0.213
H -0.7025 -1.5689 -1.5430  0.138

Values from the calculation:
HOMO-LUMO gap = 10.86 eV
Energy above the lowest of the compared OMol25 structures with the same formula, charge and spin = 169.5 kJ/mol
SMILES = NC(=O)COC=O
Max |F| = 0.022 Eh/bohr